Record 1
Here is a 2-piece molecular cluster, C5H14 overall from the OMol25 dataset. Energies are from ωB97M-V/def2-TZVPD.

Output
* DFT total energy: -198.862068 Ha
* HOMO: -11.16 eV
* SMILES: CCC.CC
* relative energy (zero: lowest compared OMol25 entry of this formula, charge and spin): 17.0 kcal per mole
* strongest force on any atom: 4.4 eV/A
* orbital gap: 12.253 eV

CARTESIAN COORDINATES (ANGSTROEM)
1 C -0.9045 0.2871 -2.4163
2 C -1.0012 0.2039 -0.8796
3 C -2.3661 0.2783 -0.3608
4 H -1.4619 1.0692 -2.8980
5 H 0.1349 0.3107 -2.7889
6 H -1.3617 -0.5758 -2.8060
7 H -0.4061 -0.6132 -0.5478
8 H -0.4731 1.0587 -0.3783
9 H -2.9697 -0.5984 -0.4612
10 H -2.2892 0.5599 0.7192
11 H -2.9569 1.1189 -0.7105
12 C 2.2937 0.0666 1.1212
13 C 1.8696 -0.8659 2.3859
14 H 3.2635 0.5311 1.3006
15 H 2.2975 -0.3743 0.2119
16 H 1.6284 0.9144 1.0584
17 H 0.8239 -1.2718 2.4137
18 H 1.9188 -0.2337 3.2725
19 H 2.5017 -1.7151 2.5122

Mulliken atomic charge list, values in e, 6 entries: -1.298 0.210 -1.296 0.353 0.304 0.369

Record 2
Here is an isolated ion of composition C3H4NO and charge +1 from the OMol25 dataset. Energies are from ωB97M-V/def2-TZVPD.

Output
* DFT total energy: -246.292127 Ha
* charge: +1
* HOMO: -18.08 eV
* relative energy (zero: lowest compared OMol25 entry of this formula, charge and spin): 62.7 kcal per mole
* strongest force on any atom: 3.8 eV/A
* orbital gap: 10.529 eV

CARTESIAN COORDINATES (ANGSTROEM)
1 C 0.9727 -1.2028 0.7194
2 C -0.1208 0.7677 -0.4600
3 C -0.8751 -0.2429 0.1434
4 N 2.0868 -1.0107 0.7416
5 O -0.3186 -1.1852 0.7847
6 H 0.8026 0.8851 -0.0392
7 H 0.1092 0.6595 -1.5857
8 H -0.7576 1.6213 -0.5218
9 H -1.8992 -0.2920 0.2174

Mulliken atomic charge list, values in e, 6 entries: 0.434 -1.096 0.328 -0.176 -0.179 0.443

Record 3
Here is C9H28BFO3Rb2 as an isolated structure from the OMol25 dataset. Energies are from ωB97M-V/def2-TZVPD.

Output
* DFT total energy: -758.316676 Ha
* HOMO: -8.35 eV
* strongest force on any atom: 1.0 eV/A
* orbital gap: 7.571 eV

CARTESIAN COORDINATES (ANGSTROEM)
1 Rb 1.9685 2.4025 -0.9964
2 Rb 0.9766 3.0734 2.9656
3 F -0.0155 1.3138 0.8467
4 B 0.1119 4.8697 -0.5575
5 H 1.2100 5.3245 -0.7911
6 H -0.1835 4.1723 -1.4861
7 H 0.1864 4.1732 0.4195
8 H -0.6628 5.7908 -0.4528
9 C -1.7155 -0.9664 2.1238
10 C -0.6771 -0.8527 3.2238
11 C -0.3194 -2.1997 3.8095
12 O 0.5190 -0.2527 2.7135
13 H -2.5778 -1.5644 2.4248
14 H -1.2549 -1.4478 1.2578
15 H -2.0730 0.0155 1.8136
16 H -1.0380 -0.1985 4.0308
17 H -0.0150 -2.8962 3.0266
18 H -1.1718 -2.6142 4.3538
19 H 0.4916 -2.1306 4.5374
20 H 0.2867 0.3114 1.9233
21 C 3.5993 -2.4026 -1.7455
22 C 2.5871 -1.2755 -1.6790
23 C 1.8161 -1.2689 -0.3759
24 O 3.2237 0.0088 -1.8752
25 H 3.9905 -2.5724 -2.7486
26 H 3.1079 -3.3311 -1.4453
27 H 4.4003 -2.2660 -1.0136
28 H 1.8729 -1.4154 -2.4977
29 H 1.3999 -2.2629 -0.2099
30 H 0.9581 -0.5897 -0.3882
31 H 2.4150 -0.9466 0.4779
32 H 4.1148 -0.1550 -2.1942
33 C -1.6073 -0.8788 -1.9727
34 C -2.1607 0.5415 -2.0151
35 C -3.4818 0.6411 -1.2548
36 O -1.2303 1.4752 -1.5110
37 H -2.2915 -1.6082 -2.4066
38 H -1.3850 -1.1667 -0.9391
39 H -0.6490 -0.9328 -2.4984
40 H -2.3123 0.8175 -3.0616
41 H -3.9285 1.6189 -1.4347
42 H -3.3094 0.4651 -0.1926
43 H -4.2154 -0.0874 -1.6132
44 H -0.9609 1.2677 -0.5916

Mulliken atomic charge list, values in e, 6 entries: 0.688 0.975 -1.071 0.732 -0.337 -0.319